# 1
DFT (wB97M-V/def2-TZVPD) results for a cluster of 9 separate species, C27H63Cl6N3O12 in total.

The value obtained for the LUMO energy is 0.3 eV. Its SMILES is COC[C@H](C)N.COC[C@H](C)N.COC[C@H](C)N.CCOC(=O)OC.CCOC(=O)OC.CCOC(=O)OC.ClCCl.ClCCl.ClCCl. For the HOMO-LUMO gap, the calculation gives 9.21 eV. The calculation puts the electronic energy at -133191.9580 eV. For the max |F|, the calculation gives 4.32 eV/A.

CARTESIAN COORDINATES (ANGSTROEM)
Cl  12.1396  16.1998  -18.3433
Cl  13.1601  9.0890  -17.4274
Cl  14.6884  15.3222  -17.0653
Cl  7.2599  10.5563  -17.0890
Cl  5.0442  8.9713  -15.9845
Cl  13.4211  10.0892  -14.6557
O  7.0138  5.6490  -18.9924
O  6.4833  13.6997  -23.7125
O  3.1525  16.0741  -15.9614
O  7.2426  7.6256  -20.2705
O  5.1751  15.1408  -15.2727
O  7.1868  13.4907  -25.7509
O  10.0584  11.0099  -18.4424
O  8.1003  15.8429  -17.8906
O  3.8751  14.2383  -16.9059
O  5.0039  14.1462  -25.4537
O  9.0130  6.5149  -19.7194
O  11.5568  15.5768  -23.5833
N  7.9313  13.1738  -19.0409
N  14.5158  15.0242  -21.4753
N  5.8828  15.2580  -19.6416
C  10.1705  12.2506  -19.0782
C  5.8901  7.9557  -20.2003
C  7.6936  6.4970  -19.6342
C  9.7780  5.5766  -18.9804
C  7.0573  16.7932  -18.0936
C  13.5147  14.7901  -22.4880
C  12.3224  15.7584  -22.4480
C  13.1206  14.8918  -17.7969
C  4.5758  13.0014  -17.0821
C  10.3168  9.9336  -19.3742
C  6.4085  16.6160  -19.4601
C  4.1373  15.1584  -15.9416
C  6.8448  9.1190  -16.2422
C  5.5601  13.8302  -22.7016
C  3.4444  17.3913  -15.4710
C  4.2345  12.3571  -18.4331
C  13.2111  13.3172  -22.3636
C  8.9546  12.7088  -19.9698
C  6.1115  13.8468  -25.0230
C  5.3345  17.7132  -19.6837
C  8.5660  15.7910  -16.5240
C  7.2520  13.5481  -27.1932
C  9.2378  13.8507  -20.9286
C  12.7617  10.4010  -16.3008
C  10.3766  16.3322  -23.5584
C  6.5699  12.2732  -27.5855
C  5.6764  9.4719  -20.4308
H  8.3696  14.2476  -21.4547
H  4.6729  9.6317  -20.0365
H  11.1112  10.0605  -20.1097
H  4.2751  11.2690  -18.3825
H  6.2018  13.6381  -21.8417
H  7.8454  15.3924  -15.8099
H  6.2546  16.4935  -17.4198
H  8.5736  11.9201  -20.6186
H  10.7055  6.0171  -18.6146
H  5.3735  7.3557  -20.9495
H  7.8449  12.4594  -18.3322
H  5.2385  14.8758  -18.9643
H  10.4760  17.2693  -23.0107
H  14.0684  14.9107  -23.4191
H  5.6585  13.1267  -17.0806
H  4.6044  17.6563  -18.8764
H  9.9869  13.6446  -21.6931
H  7.2580  11.4477  -27.7672
H  4.3173  12.3924  -16.2158
H  10.4103  13.0590  -18.3875
H  5.4021  7.7797  -19.2417
H  6.2820  10.1240  -19.8014
H  14.1139  12.7143  -22.4609
H  5.8494  18.6728  -19.6393
H  4.6958  13.1665  -22.7258
H  4.7557  17.6003  -20.6004
H  6.6818  14.6470  -19.5498
H  12.4538  12.9860  -23.0741
H  6.8945  14.5307  -27.5010
H  4.2703  17.8736  -15.9939
H  3.2226  12.6125  -18.7477
H  11.6783  10.4957  -16.2282
H  5.6075  9.7537  -21.4815
H  8.2743  13.9789  -18.5367
H  11.1008  12.2412  -19.6461
H  14.9012  15.9366  -21.6726
H  2.5781  17.9941  -15.7435
H  12.7389  13.0834  -21.4094
H  7.2980  9.0929  -15.2512
H  7.2729  8.2416  -16.7269
H  10.2262  8.9846  -18.8459
H  12.5510  16.8144  -22.3041
H  9.2863  5.0881  -18.1392
H  10.0861  4.7456  -19.6149
H  10.2314  16.4762  -24.6290
H  9.4332  9.8558  -20.0078
H  5.8198  11.9342  -26.8710
H  13.1903  11.3251  -16.6886
H  9.4992  15.7778  -23.2255
H  9.3820  15.0789  -16.4009
H  6.0751  12.3998  -28.5485
H  12.5571  14.2710  -17.1004
H  7.2665  16.8033  -20.1057
H  9.5676  14.7966  -20.4990
H  8.8716  16.6942  -15.9958
H  7.3999  17.7978  -17.8455
H  3.5437  17.4739  -14.3886
H  8.3056  13.4684  -27.4611
H  13.3648  14.3435  -18.7067
H  5.1580  14.8405  -22.6260
H  4.8893  12.8017  -19.1826
H  15.3101  14.4459  -21.7095
H  11.6810  15.5362  -21.5952

---

# 2
DFT (wB97M-V/def2-TZVPD) results for an isolated molecule of C5H10N2O.

The value obtained for the LUMO energy is 0.9 eV. Its SMILES is N[C@@H]1[C@H]2NC[C@@H](O)[C@H]12. The value obtained for the energy above the lowest of the compared OMol25 structures with the same formula, charge and spin is 793.9 kJ/mol. For the HOMO-LUMO gap, the calculation gives 9.00 eV. The calculation puts the electronic energy at -10367.0773 eV. For the max |F|, the calculation gives 7.17 eV/A.

CARTESIAN COORDINATES (ANGSTROEM)
O  -2.3172  1.1072  -0.0466
N  0.4689  -0.6843  -1.5802
N  1.1833  -0.0902  2.3305
C  -0.8916  0.8978  -0.2519
C  -0.7385  0.2583  -1.8243
C  0.8542  -0.3574  -0.1525
C  0.7310  -0.9105  1.3610
C  -0.3736  -0.2731  0.6056
H  -1.7619  -0.5726  -1.7216
H  1.2874  -0.3604  -2.1014
H  -0.7835  -1.2896  0.6195
H  -0.5535  0.8561  -2.8474
H  2.3144  0.0071  2.6675
H  -0.2362  1.8296  -0.0379
H  0.9556  -2.0476  1.4223
H  -2.7066  0.1771  -0.3396
H  1.5215  0.5954  -0.0635
H  1.0464  0.8569  1.9604

---

# 3
DFT (wB97M-V/def2-TZVPD) results for a cluster of 8 separate species, C24H24F8O24 in total.

The value obtained for the LUMO energy is -0.3 eV. Its SMILES is O=C1OC[C@@H](F)O1.O=C1OC[C@@H](F)O1.O=C1OC[C@@H](F)O1.O=C1OC[C@@H](F)O1.O=C1OC[C@@H](F)O1.O=C1OC[C@@H](F)O1.O=C1OC[C@@H](F)O1.O=C1OC[C@@H](F)O1. The value obtained for the energy above the lowest of the compared OMol25 structures with the same formula, charge and spin is 473.5 kJ/mol. For the HOMO-LUMO gap, the calculation gives 10.55 eV. The calculation puts the electronic energy at -96154.1900 eV. For the max |F|, the calculation gives 9.77 eV/A.

CARTESIAN COORDINATES (ANGSTROEM)
F  -10.9712  -7.8452  21.1482
F  -14.3543  -15.9434  26.0972
F  -8.0379  -14.6669  20.4036
F  -11.3073  -10.6432  30.1129
F  -10.0250  -12.0817  21.4850
F  -8.2997  -6.9695  19.1464
F  -5.4670  -12.6680  23.8226
F  -14.4570  -19.5212  20.7137
O  -11.3176  -12.7443  29.2325
O  -13.6440  -15.6241  22.6460
O  -12.8638  -10.1695  20.3758
O  -12.2125  -10.0328  18.2232
O  -9.5868  -13.4874  23.2348
O  -5.0386  -14.5437  24.8100
O  -13.5363  -17.7235  21.6871
O  -12.8532  -11.9231  27.9911
O  -12.5456  -8.2385  19.4566
O  -6.5964  -9.3201  20.2458
O  -9.4616  -12.5703  25.3870
O  -11.3936  -12.6759  24.2163
O  -6.9279  -8.4627  18.3738
O  -3.4536  -14.9711  26.2718
O  -11.6080  -16.2426  24.9362
O  -5.0448  -13.3583  26.6798
O  -6.5641  -12.6382  18.0681
O  -15.2888  -17.1702  22.8205
O  -8.4372  -12.0446  16.8949
O  -12.6823  -17.4852  26.1659
O  -13.1754  -13.9459  28.9958
O  -11.3654  -18.3338  24.5390
O  -8.4793  -13.6709  18.4218
O  -4.8608  -9.3046  18.7906
C  -6.0031  -9.0107  19.1241
C  -15.4740  -18.5094  22.5829
C  -11.7214  -11.1098  27.8013
C  -14.2029  -18.9558  21.8700
C  -14.0836  -16.7741  22.4456
C  -7.8946  -12.7527  17.7628
C  -10.4539  -13.1900  22.1220
C  -6.4551  -13.2629  19.3253
C  -12.3531  -8.0168  20.8905
C  -12.9767  -9.2726  21.4616
C  -13.1154  -16.2076  26.6218
C  -8.1316  -8.2175  19.0081
C  -10.0476  -12.8915  24.3518
C  -12.5085  -9.5596  19.2835
C  -10.9740  -11.4022  29.0736
C  -6.2358  -12.9618  26.0026
C  -12.0478  -15.4168  25.9513
C  -6.0372  -13.5553  24.5725
C  -7.9495  -8.9417  20.2769
C  -12.5002  -12.9638  28.7597
C  -11.9069  -17.3866  25.1450
C  -4.4942  -14.3769  25.9906
C  -11.7967  -12.9594  22.9225
C  -7.5192  -14.3745  19.1473
H  -13.7972  -19.6988  22.5566
H  -6.5341  -11.9137  25.9767
H  -11.1745  -11.3900  26.9010
H  -11.2169  -15.1184  26.5905
H  -6.8207  -12.6458  20.1461
H  -12.3502  -12.1076  22.5275
H  -16.3092  -18.6029  21.8889
H  -11.9295  -10.0487  27.6639
H  -8.9346  -8.6361  18.4014
H  -13.9755  -9.0581  21.8417
H  -7.0609  -15.2459  18.6796
H  -6.9494  -13.9524  24.1271
H  -12.3292  -9.5360  22.2979
H  -8.1966  -8.2077  21.0439
H  -5.4906  -13.6705  19.6279
H  -7.0284  -13.5522  26.4623
H  -12.5172  -13.7718  23.0169
H  -8.5277  -9.8540  20.4238
H  -10.4685  -14.1056  21.5308
H  -15.9047  -19.0048  23.4531
H  -9.9114  -11.3853  28.8317
H  -12.9587  -7.2456  21.3665
H  -13.2300  -16.0242  27.6901
H  -12.4365  -14.4341  25.6842

---

# 4
DFT (wB97M-V/def2-TZVPD) results for a structure of composition H26KrO13.

The value obtained for the LUMO energy is 0.1 eV. The value obtained for the energy above the lowest of the compared OMol25 structures with the same formula, charge and spin is 19.6 kJ/mol. For the HOMO-LUMO gap, the calculation gives 10.62 eV. The calculation puts the electronic energy at -101970.5589 eV. For the max |F|, the calculation gives 1.09 eV/A.

CARTESIAN COORDINATES (ANGSTROEM)
Kr  3.7408  15.9012  -0.2313
O  4.5899  12.6657  -0.1794
O  1.8176  14.1129  -3.2775
O  2.9102  18.6208  2.4886
O  1.7835  12.8974  -0.7526
O  3.9039  18.4282  -2.5942
O  2.7012  14.2205  3.4709
O  2.6112  19.3063  -0.2550
O  6.4621  17.4973  -2.2131
O  4.6392  16.3882  3.3102
O  3.1771  16.4353  -4.2317
O  7.4690  13.1448  0.6908
O  -0.1458  14.9312  -0.4194
O  0.1559  16.7477  -2.5937
H  3.4358  17.0961  -3.5893
H  6.9034  16.7440  -1.8208
H  1.8135  13.6173  -2.4586
H  4.9592  16.6386  4.1769
H  0.0526  15.5997  -1.0753
H  2.9070  19.0142  -1.1172
H  1.3638  12.0393  -0.6915
H  4.7240  18.0484  -2.2789
H  -1.0364  14.6485  -0.6267
H  4.1410  19.3121  -2.8748
H  1.1864  13.6591  -3.8359
H  1.0802  16.9443  -2.7462
H  -0.0647  16.0982  -3.2614
H  7.0509  13.7281  0.0574
H  1.1496  13.5025  -0.3677
H  4.4152  12.2241  0.6517
H  2.3559  19.3756  2.6866
H  2.9126  15.6802  -3.7061
H  6.9828  17.7031  -2.9894
H  4.1643  17.1584  2.9980
H  7.5334  12.3044  0.2370
H  2.1274  14.8060  3.9651
H  3.7282  12.9458  -0.4880
H  1.7110  19.5993  -0.3966
H  3.3792  14.7941  3.1139
H  2.8754  18.5409  1.5354

---

# 5
DFT (wB97M-V/def2-TZVPD) results for a cluster of 9 separate species, C16H44N2O11 in total.

The value obtained for the LUMO energy is 0.3 eV. Its SMILES is C[C@H]1COC(=O)O1.CN(C)C=O.CN(C)C=O.CO.CO.CO.CO.CO.CO. For the HOMO-LUMO gap, the calculation gives 10.03 eV. The calculation puts the electronic energy at -42804.9168 eV. For the max |F|, the calculation gives 2.23 eV/A.

CARTESIAN COORDINATES (ANGSTROEM)
O  3.4828  -7.9556  14.2607
O  7.3766  -10.4098  11.7598
O  -2.6765  -7.4899  15.4462
O  2.6735  -6.7941  12.5878
O  6.5762  -7.6850  15.2653
O  -1.1104  -6.1741  10.5859
O  1.7964  -2.6282  15.6270
O  4.2617  -8.3042  12.1688
O  6.1982  -3.8983  10.6104
O  4.8329  -12.4349  15.4233
O  0.8480  -4.9837  16.9881
N  -1.4041  -9.3029  14.8594
N  0.4853  -5.0859  19.2095
C  6.9816  -8.3890  14.0773
C  2.1650  -6.0935  13.7258
C  5.3171  -4.4888  11.5451
C  2.3446  -7.2376  14.7583
C  0.7242  -5.6967  13.5312
C  -2.1712  -8.2180  14.6219
C  0.6818  -3.6639  19.3955
C  0.6302  -5.6260  17.9861
C  0.5679  -2.1496  15.1108
C  3.5840  -7.6990  12.9288
C  -1.0530  -10.2179  13.8024
C  4.1151  -11.2122  15.2804
C  6.8211  -9.7689  10.6079
C  -1.3063  -9.8745  16.1985
C  0.1619  -5.6784  10.1581
C  0.2516  -5.9585  20.3758
H  5.7975  -10.1481  10.5614
H  3.1483  -11.3882  14.8033
H  0.0330  -5.3199  21.2179
H  7.1575  -9.8603  12.5172
H  5.0309  -12.7871  14.5542
H  0.2037  -5.5903  14.4893
H  5.2461  -5.5622  11.3447
H  -0.5565  -6.6627  20.1603
H  6.7745  -7.7912  13.1916
H  -1.4087  -6.8619  9.9882
H  0.6434  -1.7666  14.0916
H  5.5573  -4.3108  12.5961
H  0.0404  -10.2919  13.7694
H  4.3097  -4.1007  11.3957
H  3.8842  -10.7420  16.2387
H  -0.1571  -3.0049  19.1907
H  1.0923  -6.6494  20.4594
H  2.6678  -6.7806  15.6927
H  1.4667  -7.8700  14.8744
H  -2.2751  -8.1075  13.5296
H  -1.5350  -9.1485  16.9706
H  -1.9465  -10.7557  16.2417
H  0.0630  -1.4243  15.7578
H  -0.1351  -2.9903  15.0169
H  0.3777  -6.6919  17.9871
H  -1.3242  -9.8986  12.7955
H  -0.2835  -10.2118  16.3840
H  4.8149  -10.5206  14.8056
H  0.4998  -4.7722  13.0068
H  7.1717  -7.9888  15.9552
H  0.9103  -6.4418  10.3691
H  0.1507  -5.5213  9.0754
H  -1.4780  -11.2174  13.9169
H  2.8125  -5.2223  13.8476
H  0.1399  -6.5119  13.0943
H  8.0522  -8.5958  14.1287
H  6.8072  -8.6763  10.6218
H  6.3843  -9.3051  14.0595
H  1.5848  -3.3762  18.8494
H  1.4552  -3.3104  16.2249
H  1.0435  -3.5426  20.4214
H  7.0555  -4.3254  10.6655
H  0.3368  -4.7133  10.6181
H  7.3976  -10.0415  9.7242

---

# 6
DFT (wB97M-V/def2-TZVPD) results for a structure of composition C4H9N2S2.

The value obtained for the LUMO energy is -4.2 eV. As for the total charge: +1. The value obtained for the energy above the lowest of the compared OMol25 structures with the same formula, charge and spin is 331.4 kJ/mol. For the HOMO-LUMO gap, the calculation gives 8.55 eV. The calculation puts the electronic energy at -28934.9073 eV. For the max |F|, the calculation gives 4.58 eV/A.

CARTESIAN COORDINATES (ANGSTROEM)
S  -2.5371  0.8865  -0.6223
S  -1.2546  -1.9753  0.4190
N  -0.5203  0.3364  1.5164
N  0.1871  0.2261  -0.6487
C  0.2956  1.4245  1.2737
C  -0.8168  -0.2712  0.3362
C  0.6668  1.4017  -0.0231
C  1.3724  -0.7050  -1.0111
H  -0.7542  -0.0652  2.4288
H  1.1767  -1.6258  -1.5093
H  -0.3897  0.4743  -1.4449
H  1.4296  2.0428  -0.4696
H  -3.0270  1.2217  0.4524
H  1.6945  -1.2406  -0.0785
H  2.1417  -0.0843  -1.3411
H  -1.0273  -2.0192  -0.8897
H  0.3839  2.2265  2.0537